No. 1
Formula: C6H12IN2
Source: the Open Molecules 2025 dataset
Level of theory: wB97M-V/def2-TZVPD

Calculated values
* E: -642.608799 hartree
* frontier orbital gap (spin up / spin down): 6.91 / 6.91 eV
* energy relative to the best compared isomer or geometry (same formula, charge and spin): 83.4 kcal per mole
* total charge: +1
* molecular weight: 239.08 g mol⁻¹

Each line ends with the Mulliken charge.
Atoms and positions in Å:
C (1.0300, 0.4501, -0.1969)  -0.289
C (0.8859, 2.9829, -0.4701)  -0.145
C (-1.3224, -0.6646, -0.3469)  0.291
C (-1.9595, -2.8630, 0.6727)  -1.053
C (2.4664, 1.9019, 0.7953)  -0.942
C (-1.7505, -2.0033, -0.5944)  -0.796
N (1.2742, 1.8269, -0.0620)  0.090
N (-0.0290, -0.3858, -0.5278)  -0.158
I (-2.7040, 0.8443, -0.3129)  0.236
H (1.9056, -0.0818, 0.0399)  0.278
H (1.3496, 3.7884, -0.1497)  0.227
H (-0.0094, 3.2345, -1.1045)  0.222
H (-2.6377, -2.3098, 1.2764)  0.359
H (-1.0921, -3.2153, 1.0044)  0.372
H (-2.4596, -3.8856, 0.4064)  0.307
H (2.8390, 3.0063, 0.6959)  0.304
H (2.2381, 1.8480, 1.8628)  0.322
H (3.2630, 1.1936, 0.3727)  0.393
H (-2.6526, -1.9273, -1.1966)  0.405
H (-1.0870, -2.4575, -1.4086)  0.322
H (0.4519, -1.2827, -0.7561)  0.256

No. 2
Formula: C39H27Br6F3O13
Source: the Open Molecules 2025 dataset
Level of theory: wB97M-V/def2-TZVPD

Calculated values
* E: -18224.028052 hartree
* frontier orbital gap: 8.28 eV
* energy relative to the best compared isomer or geometry (same formula, charge and spin): 29.4 kcal per mole
* molecular weight: 1240.05 g mol⁻¹

Each line ends with the Mulliken charge.
Atoms and positions in Å:
C (-5.8665, -0.2300, 4.7832)  -0.435
C (-4.4941, -0.6793, 4.3169)  0.374
O (-3.7603, 0.4834, 4.0413)  -0.288
C (-4.5611, 1.5833, 4.2313)  0.649
O (-4.3742, 2.7581, 3.9239)  -0.529
O (-5.7390, 1.1531, 4.8129)  -0.337
F (-4.7377, -1.2638, 3.1774)  -0.285
H (-6.0029, -0.3251, 5.8605)  0.275
H (-6.6358, -0.8438, 4.3148)  0.290
H (-3.9338, -1.3296, 4.9887)  0.283
C (-7.4513, 2.8058, -8.8794)  -0.386
C (-7.7165, 2.2780, -7.4539)  0.420
O (-8.6465, 3.1751, -6.8879)  -0.334
C (-9.1974, 3.9221, -7.9028)  0.659
O (-10.0875, 4.6896, -7.8142)  -0.477
O (-8.5484, 3.6601, -9.0486)  -0.353
F (-6.6610, 2.5350, -6.8736)  -0.294
H (-7.5091, 2.0781, -9.6889)  0.222
H (-6.5072, 3.3382, -8.9945)  0.242
H (-7.8238, 1.2258, -7.1903)  0.300
C (-0.2880, 7.4071, 2.2584)  -0.405
C (-0.0136, 7.0807, 3.6988)  0.287
O (0.2117, 8.3435, 4.2523)  -0.291
C (0.6799, 9.1127, 3.1937)  0.598
O (1.1735, 10.2050, 3.3708)  -0.513
O (0.5670, 8.4545, 1.9983)  -0.291
F (1.0284, 6.3160, 3.9556)  -0.275
H (-1.3295, 7.6596, 2.0593)  0.300
H (-0.0605, 6.5516, 1.6224)  0.298
H (-0.8532, 6.5356, 4.1302)  0.292
C (1.9793, -0.6124, -6.9808)  -0.505
C (1.3744, -0.2410, -5.7305)  -0.465
C (1.8362, 0.8516, -5.0182)  -0.667
C (2.8935, 1.6264, -5.5635)  0.467
C (3.5095, 1.2325, -6.8558)  0.117
C (3.0039, 0.1493, -7.4967)  -0.381
C (4.7022, 1.9782, -7.4099)  0.386
O (5.2412, 1.6909, -8.5111)  -0.652
C (5.0390, 3.2790, -6.7213)  0.207
C (5.9475, 4.1151, -7.3624)  -0.561
C (6.1798, 5.3779, -6.9014)  -0.588
C (5.6622, 5.7830, -5.6906)  -0.438
C (4.6849, 5.0751, -5.0268)  -0.528
C (4.3674, 3.8081, -5.5653)  0.642
C (3.2894, 2.8565, -4.8663)  0.444
O (2.8372, 3.1334, -3.7017)  -0.686
H (1.5644, -1.3954, -7.5981)  0.378
H (0.4085, -0.6461, -5.4672)  0.401
H (1.2018, 1.2761, -4.2542)  0.454
H (3.4174, -0.1353, -8.4530)  0.441
H (6.2772, 3.9097, -8.3701)  0.382
H (6.8333, 6.0684, -7.4137)  0.384
H (5.8347, 6.7619, -5.2683)  0.359
H (4.0377, 5.5147, -4.2823)  0.406
C (2.0337, -4.8955, 4.4146)  -0.456
C (1.3671, -4.0242, 5.1769)  -0.516
C (1.2781, -4.2427, 6.5308)  -0.473
C (1.9695, -5.2913, 7.0859)  0.397
C (2.7576, -6.1304, 6.3269)  0.302
C (2.7071, -5.9631, 4.9259)  -0.585
C (3.5693, -7.3177, 6.8600)  0.199
O (4.2010, -7.9928, 6.0621)  -0.619
C (3.8091, -7.3204, 8.3105)  0.294
C (4.8237, -8.0904, 8.8642)  -0.392
C (5.0554, -8.0519, 10.2419)  -0.489
C (4.1654, -7.4912, 11.0094)  -0.534
C (3.2287, -6.6502, 10.5503)  -0.562
C (3.0252, -6.5168, 9.1361)  0.279
C (2.0683, -5.5530, 8.5818)  0.621
O (1.4122, -4.9172, 9.3804)  -0.674
H (1.9934, -4.8804, 3.3355)  0.359
H (0.9109, -3.0898, 4.8853)  0.406
H (0.7195, -3.4496, 7.0055)  0.421
H (3.1281, -6.6079, 4.1686)  0.416
H (5.4199, -8.6901, 8.1924)  0.463
H (5.8391, -8.6501, 10.6828)  0.362
H (4.4064, -7.4591, 12.0616)  0.325
H (2.6175, -6.0748, 11.2299)  0.456
C (-4.7095, -4.3220, -4.7736)  -0.258
Br (-6.5535, -4.6435, -5.3078)  -0.001
Br (-3.3853, -4.9537, -6.1178)  -0.022
Br (-4.3317, -5.1040, -3.0716)  0.001
H (-4.4875, -3.2696, -4.5967)  0.281
C (-2.5124, 0.1666, -0.8661)  -0.319
Br (-1.6429, 1.8922, -0.2721)  -0.031
Br (-1.2437, -1.4124, -0.9049)  0.002
Br (-3.2327, 0.7154, -2.6346)  -0.023
H (-3.3914, 0.1436, -0.2220)  0.374

No. 3
Formula: C6H5N3
Source: the Open Molecules 2025 dataset
Level of theory: wB97M-V/def2-TZVPD

Calculated values
* E: -395.657614 hartree
* frontier orbital gap (spin up / spin down): 7.72 / 6.11 eV
* energy relative to the best compared isomer or geometry (same formula, charge and spin): 157.6 kcal per mole
* molecular weight: 119.13 g mol⁻¹

Each line ends with the Mulliken charge.
Atoms and positions in Å:
C (0.2765, -0.2702, 0.9492)  0.846
C (-0.9768, 0.4899, -1.9482)  0.093
C (-1.3850, 1.0667, 1.6869)  -0.247
C (1.0909, -0.7783, 0.1768)  -0.401
C (-1.3492, 0.8076, -0.6718)  0.583
C (2.1551, -1.3872, -0.7706)  -0.965
N (-0.6034, 0.0023, 1.8099)  -0.504
N (-0.6433, 0.2981, -3.0582)  -0.448
N (-1.8943, 1.1923, 0.3464)  -0.346
H (-2.3557, 0.9642, 2.3026)  0.241
H (-1.0340, 2.0631, 2.0401)  0.292
H (3.0727, -1.5602, -0.2330)  0.335
H (2.1110, -0.5881, -1.5162)  0.275
H (1.5357, -2.3002, -1.1140)  0.246

No. 4
Formula: C47H103N11O8
Source: the Open Molecules 2025 dataset
Level of theory: wB97M-V/def2-TZVPD

Calculated values
* SMILES: COC[C@H](C)N.COC[C@H](C)N.COC[C@H](C)N.COC[C@H](C)N.COC[C@H](C)N.COC[C@H](C)N.COC[C@H](C)N.COC[C@H](C)N.c1ccncc1.c1ccncc1.c1ccncc1
* E: -3056.569206 hartree
* frontier orbital gap: 9.10 eV
* molecular weight: 950.41 g mol⁻¹

Each line ends with the Mulliken charge.
Atoms and positions in Å:
N (3.3758, -4.6932, 0.6785)  -0.220
C (4.6838, -4.6353, 0.6781)  0.145
C (5.5434, -5.0253, -0.2896)  -0.663
C (4.9804, -5.3912, -1.5279)  -0.245
C (3.6010, -5.5792, -1.5624)  -0.883
C (2.8645, -5.1615, -0.4402)  0.083
H (5.2046, -4.3336, 1.6066)  0.117
H (6.5915, -4.8593, -0.1581)  0.384
H (5.5770, -5.5862, -2.4287)  0.399
H (3.0906, -5.9630, -2.4295)  0.537
H (1.7752, -5.0865, -0.5370)  0.360
N (-2.2423, -3.9272, 4.7317)  -0.361
C (-2.0464, -4.4993, 5.9363)  -0.446
C (-1.0082, -5.3323, 6.2709)  -0.495
C (-0.1853, -5.7325, 5.2355)  -0.321
C (-0.3667, -5.1884, 3.9614)  -0.538
C (-1.4162, -4.2972, 3.8076)  0.300
H (-2.7777, -4.2978, 6.7012)  0.391
H (-0.9205, -5.7293, 7.2471)  0.454
H (0.5144, -6.5757, 5.2913)  0.365
H (0.2813, -5.4656, 3.1065)  0.430
H (-1.6516, -3.7566, 2.8591)  0.307
N (1.2221, -4.4485, -3.0328)  -0.362
C (1.9188, -3.4086, -3.5638)  -0.594
C (1.4273, -2.1156, -3.7382)  -0.692
C (0.1074, -1.8507, -3.3896)  0.197
C (-0.6490, -2.9543, -2.9849)  -0.673
C (-0.0242, -4.1798, -2.7506)  -0.453
H (2.9331, -3.5694, -3.8429)  0.402
H (2.0285, -1.3365, -4.1014)  0.576
H (-0.2933, -0.8773, -3.5945)  0.546
H (-1.6658, -2.8052, -2.7144)  0.644
H (-0.6289, -4.9443, -2.3524)  0.476
C (1.2513, 6.9992, 0.7775)  -1.288
C (1.2870, 6.0645, -0.4523)  0.181
C (2.2342, 4.8898, -0.2972)  2.216
O (3.5546, 5.3217, -0.0404)  -0.520
C (4.4377, 4.4310, 0.5040)  0.158
N (-0.0101, 5.5320, -0.6931)  -0.285
H (0.6563, 6.4743, 1.5209)  0.193
H (0.7031, 7.8937, 0.4307)  0.393
H (2.1754, 7.3057, 1.2866)  0.305
H (1.6825, 6.6379, -1.2662)  0.377
H (2.1409, 4.2478, -1.1519)  -1.003
H (1.8058, 4.2557, 0.5813)  -1.116
H (3.8530, 3.9027, 1.3419)  -0.256
H (5.2324, 4.9006, 1.0173)  0.352
H (4.9264, 3.7902, -0.2924)  -0.060
H (-0.6925, 6.2696, -0.8001)  0.313
H (0.0184, 5.0350, -1.6032)  -0.088
C (-3.0684, -1.3067, 1.2688)  -0.836
C (-3.7942, -0.2295, 1.9851)  2.365
C (-4.4700, 0.7761, 1.0199)  -1.253
O (-3.4992, 1.6289, 0.4625)  0.138
C (-3.9945, 2.8270, -0.1897)  -0.918
N (-4.8565, -0.8968, 2.7178)  -0.806
H (-2.3249, -1.7422, 1.9696)  -0.024
H (-2.6177, -0.9568, 0.3154)  -0.071
H (-3.8044, -2.1320, 1.0531)  -0.016
H (-3.1257, 0.3534, 2.5971)  -0.602
H (-5.2487, 1.3210, 1.5182)  0.608
H (-5.0796, 0.2907, 0.2345)  0.041
H (-4.9724, 2.6134, -0.6523)  0.378
H (-3.2847, 3.0267, -0.9669)  0.167
H (-4.0260, 3.7078, 0.4298)  0.302
H (-5.2103, -0.4102, 3.5357)  0.292
H (-4.4227, -1.7730, 3.1352)  0.262
C (-3.3422, -4.9801, -0.3965)  -0.714
C (-4.8088, -5.1451, -0.8074)  0.469
C (-5.0510, -4.2555, -2.0811)  -0.966
O (-4.8946, -2.8708, -1.8840)  -0.225
C (-5.8346, -2.4145, -0.9333)  -0.446
N (-5.0600, -6.5286, -1.2026)  -0.735
H (-2.9562, -5.6853, 0.3605)  0.463
H (-3.1970, -3.9497, -0.1569)  -0.161
H (-2.7727, -5.1798, -1.2583)  0.372
H (-5.5182, -4.8486, -0.0607)  0.361
H (-6.0511, -4.5101, -2.4403)  0.319
H (-4.2845, -4.5546, -2.8715)  0.273
H (-5.7456, -1.3414, -1.0457)  0.052
H (-5.5818, -2.7694, 0.0697)  0.231
H (-6.9364, -2.6751, -1.1679)  0.296
H (-5.9918, -6.8732, -1.0376)  0.247
H (-4.4741, -7.2426, -0.6680)  0.232
C (4.6003, 0.1814, 3.3504)  -1.097
C (4.0015, -1.0624, 3.9367)  0.682
C (2.6926, -1.3038, 3.1224)  -1.291
O (1.6148, -0.4968, 3.5410)  0.632
C (1.0449, -1.0108, 4.6853)  -1.110
N (4.8427, -2.2414, 3.6420)  -0.518
H (3.8718, 0.9723, 3.3969)  -0.027
H (4.9816, -0.0058, 2.3511)  0.304
H (5.4916, 0.5537, 3.9266)  0.426
H (3.6933, -0.9797, 5.0160)  0.167
H (2.2975, -2.3261, 3.1721)  0.748
H (2.8466, -1.1110, 2.0530)  -0.219
H (1.6696, -1.1013, 5.6097)  0.287
H (0.7624, -2.0280, 4.5605)  0.309
H (0.1100, -0.4707, 4.8722)  0.269
H (5.7130, -2.3279, 4.1473)  0.220
H (4.3263, -3.1244, 3.6460)  0.200
C (-0.5039, 2.5061, -5.9764)  -1.500
C (-0.9784, 3.4546, -4.8217)  0.228
C (-2.5131, 3.3950, -4.7037)  -0.583
O (-3.0738, 3.5450, -5.9781)  -0.343
C (-4.4908, 3.6072, -5.9942)  -0.785
N (-0.4735, 3.2984, -3.5108)  0.315
H (-1.1389, 2.7601, -6.8040)  0.520
H (-0.6995, 1.4826, -5.6741)  0.209
H (0.5261, 2.6292, -6.1524)  0.390
H (-0.7920, 4.5329, -5.0865)  0.228
H (-2.7795, 4.1732, -3.9366)  0.366
H (-2.8346, 2.4316, -4.2403)  0.237
H (-4.6791, 3.8090, -7.0162)  0.294
H (-4.8874, 4.4557, -5.4308)  0.294
H (-4.9126, 2.6403, -5.7093)  0.300
H (-0.8175, 2.5256, -2.9443)  -0.285
H (0.5721, 3.0627, -3.6013)  -0.008
C (-2.2415, 3.3030, 4.1313)  -1.684
C (-1.2158, 3.8424, 3.0648)  -0.096
C (0.0973, 3.0618, 3.1226)  2.284
O (0.6812, 3.2287, 4.3822)  -0.549
C (1.9948, 2.7265, 4.4128)  0.492
N (-1.8370, 3.9305, 1.7961)  -0.254
H (-1.7681, 3.3195, 5.0708)  0.577
H (-2.4016, 2.2601, 3.8835)  0.284
H (-3.3457, 3.6856, 4.0509)  0.261
H (-1.0227, 4.8228, 3.4297)  0.424
H (0.7411, 3.4660, 2.3019)  -1.438
H (-0.0320, 1.9598, 2.8991)  -0.075
H (2.4803, 3.0017, 3.4742)  -0.457
H (1.9786, 1.6124, 4.5123)  -0.152
H (2.4700, 3.2108, 5.2609)  0.292
H (-2.1248, 3.0112, 1.4621)  -0.417
H (-1.2510, 4.4711, 1.1012)  0.372
C (0.2429, 2.0127, -0.2035)  0.521
C (-0.1911, 0.7066, -0.9078)  1.811
C (-0.1815, -0.3545, 0.1849)  -0.846
O (-0.3351, -1.6233, -0.3312)  0.748
C (0.2565, -2.6463, 0.4144)  -0.458
N (-1.4582, 0.8352, -1.5499)  0.535
H (-0.3665, 2.3890, 0.6023)  -0.665
H (0.3613, 2.7820, -0.9590)  -0.949
H (1.1794, 1.8544, 0.3552)  0.740
H (0.5358, 0.4335, -1.6747)  -0.549
H (-1.0069, -0.1303, 0.9220)  -0.325
H (0.7852, -0.2110, 0.6480)  -0.368
H (-0.0042, -3.6064, 0.0929)  0.343
H (-0.0913, -2.5828, 1.5060)  -0.389
H (1.3746, -2.6298, 0.3444)  -0.061
H (-1.6249, 0.0386, -2.1665)  0.450
H (-2.2542, 0.9101, -0.9141)  -0.450
C (5.1426, 2.5024, -3.6467)  -1.341
C (3.5994, 2.2539, -3.8486)  -0.168
C (3.0529, 1.4721, -2.6689)  0.926
O (3.7814, 0.3600, -2.3356)  -0.474
C (3.4273, -0.3260, -1.1548)  -0.168
N (2.7591, 3.4339, -3.9954)  -0.299
H (5.6721, 1.5683, -3.6744)  0.384
H (5.2953, 2.9572, -2.6194)  0.082
H (5.5036, 3.2001, -4.3882)  0.432
H (3.5381, 1.6841, -4.7973)  0.404
H (2.0279, 1.2222, -2.9231)  -0.126
H (3.0485, 2.1986, -1.7804)  -0.304
H (3.7605, 0.2429, -0.2826)  0.384
H (4.0270, -1.2761, -1.2078)  0.250
H (2.3258, -0.5249, -1.1084)  -0.191
H (2.8449, 4.0736, -3.2521)  -0.015
H (2.8845, 3.8205, -4.8738)  0.276

Which of these has the highest E?
C6H5N3

Which value of E does entry 3 give?
-395.657614 hartree